(1)
76
Properties=species:S:1:pos:R:3:forces:R:3 method="wB97M-V/def2-TZVPD" total_charge=+1 relative_energy_kj_mol=496.8 homo_ha="-0.340 / -0.340" multiplicity=2
Pt -0.612 0.025 1.430 -1.3223 -0.8493 -0.2289
Te -0.463 -0.251 -1.771 -0.5312 0.2171 1.3324
O 0.218 2.631 0.624 0.0269 0.1218 -0.2652
O 2.209 4.892 5.369 0.1866 0.6882 0.3510
O 3.706 3.184 5.715 0.4644 0.3770 0.3668
O 2.842 -1.173 3.169 -0.0776 -0.0618 -0.0308
O 0.890 -1.294 2.117 -0.0755 -0.3529 -0.2351
N -2.014 -0.719 2.748 0.1755 0.0174 0.4904
N 0.144 1.118 2.999 0.5010 -0.0004 -0.6693
N -2.279 -1.897 4.878 -0.0450 -0.0965 0.2364
N 0.433 0.537 -0.179 0.9659 0.6954 0.4464
C 2.357 4.331 -2.559 0.0421 0.0576 -0.0632
C 1.794 -5.943 -3.643 0.0310 -0.1183 -0.0057
C 0.480 3.167 4.125 -0.2715 -0.6037 -0.2264
C 1.761 2.762 4.462 0.7238 0.7633 0.5724
C -4.069 2.265 -2.257 0.0952 -0.0584 0.1176
C 1.549 3.800 -1.569 -0.1642 -0.0158 -0.0803
C 3.311 2.155 -2.954 -0.0239 -0.0218 0.0203
C -3.657 0.316 -0.726 -0.2265 -0.1967 0.1690
C -0.389 -3.153 -0.112 0.0823 -0.0070 0.2373
C 1.795 -0.677 2.852 0.0106 0.5677 0.1930
C 1.604 2.438 -1.287 -0.0743 -0.0585 -0.0974
C 1.392 0.715 3.322 0.2272 -0.5018 -0.1487
C 2.500 1.617 -1.966 0.1056 0.0598 -0.0113
C 0.437 -2.146 -2.307 -0.1507 0.0497 -0.9219
C -2.400 3.104 -3.781 -0.0312 0.0292 0.0509
C 0.991 -2.228 -3.589 0.0566 0.1382 0.1181
C 1.189 -1.103 -4.557 0.0256 0.2059 -0.1375
C -3.211 1.269 -1.784 0.0078 -0.0006 0.0195
C 2.708 3.777 5.317 -0.8589 -1.4459 -0.9603
C -1.514 2.127 -3.349 0.0814 0.2319 -0.1418
C 2.231 1.510 4.064 -0.5127 -0.1373 -0.1311
C 0.717 -4.460 -1.924 0.1536 0.1069 -0.0550
C -2.111 -1.286 3.764 0.1168 0.2432 -0.4985
C 1.311 -4.606 -3.173 -0.0594 0.0501 0.0373
C -1.951 1.273 -2.359 0.4422 -0.8004 -0.3343
C 0.699 1.919 -0.233 0.2591 0.2963 -0.0231
C -3.673 3.164 -3.232 0.0765 0.0595 -0.1292
C 3.231 3.508 -3.257 0.0074 -0.0328 -0.0061
C -0.309 2.314 3.380 -0.3350 0.3157 0.0722
C -2.122 -1.172 6.147 -0.0343 0.0803 0.0636
C -2.437 -3.353 4.916 0.0285 -0.0760 -0.0106
C 0.253 -3.236 -1.461 -0.2675 0.0498 0.2671
C 1.438 -3.485 -3.981 0.0202 -0.0611 0.0952
H 0.857 4.422 -1.018 0.0361 0.0055 0.0282
H -3.524 -0.723 -1.031 0.0288 0.0095 -0.0015
H -3.312 -3.598 5.514 0.0196 0.0079 0.0038
H 2.873 -5.928 -3.800 0.0003 0.0111 -0.0049
H 4.019 1.525 -3.476 0.0306 -0.0072 0.0130
H -2.094 3.805 -4.546 0.0117 -0.0086 0.0020
H -3.100 0.462 0.205 -0.0052 0.0299 0.0006
H -4.372 3.915 -3.575 0.0074 0.0113 -0.0055
H -2.983 -1.376 6.782 0.0142 -0.0150 -0.0149
H 0.154 -2.453 0.531 -0.0757 -0.1550 -0.0588
H 0.121 4.141 4.429 0.1032 0.0268 0.0477
H 2.254 -0.899 -4.678 0.0130 -0.0204 -0.0010
H -4.711 0.465 -0.501 0.0307 0.0165 0.0073
H 0.613 -5.326 -1.283 -0.0223 0.0201 0.0352
H 1.329 -6.215 -4.592 0.0051 0.0285 -0.0021
H 0.719 -0.167 -4.261 -0.0385 -0.0008 0.0768
H 3.866 3.926 -4.026 0.0077 0.0023 -0.0036
H -0.354 -4.123 0.381 -0.0035 -0.0027 -0.0381
H 3.219 1.153 4.320 0.0159 0.1406 0.1203
H 2.313 5.388 -2.786 0.0015 0.0075 0.0219
H 1.898 -3.583 -4.957 -0.0096 0.0205 -0.0245
H -1.549 -3.808 5.353 -0.0133 -0.0024 0.0079
H -2.577 -3.727 3.905 0.0074 -0.0117 0.0103
H -0.520 2.061 -3.769 0.0166 -0.0012 0.0232
H 2.611 0.579 -1.678 -0.0567 -0.0651 -0.0360
H -1.208 -1.498 6.643 -0.0135 0.0017 -0.0060
H 0.795 -1.374 -5.536 0.0017 -0.0080 0.0122
H 1.568 -6.722 -2.918 0.0079 -0.0025 -0.0072
H -1.436 -2.853 -0.185 -0.0369 0.0553 -0.0246
H -5.069 2.325 -1.848 0.0195 -0.0225 0.0350
H -2.067 -0.105 5.949 0.0185 -0.0128 0.0138
H -1.310 2.574 3.065 0.0257 0.0160 -0.0758

(2)
16
Properties=species:S:1:pos:R:3:forces:R:3 method="wB97M-V/def2-TZVPD" relative_energy_kj_mol=689.2 homo_ha="-0.280 / -0.345"
S -0.388 1.040 -1.459 -0.6471 3.9986 0.1102
O 0.320 0.475 -2.549 1.3784 -2.0031 -1.0957
O 0.189 2.214 -0.779 -0.1957 -1.4274 -0.0572
N -1.666 1.812 -2.255 0.1666 3.0778 2.7108
C 0.733 -0.150 1.327 0.8374 -0.3731 -0.0866
C 1.206 -1.578 1.241 -0.5918 -0.0454 1.2869
C -1.079 1.515 2.050 -2.1960 1.1054 0.1874
C 1.826 -0.456 0.423 1.6815 2.2651 -0.7714
C -0.216 0.763 1.633 -0.0057 -0.6993 0.7711
H -1.964 2.683 -1.640 0.3890 -2.6563 -1.7854
H 0.350 -2.201 0.917 1.0219 0.0670 -0.4833
H 2.831 0.045 0.691 -1.3032 -1.4230 0.3399
H -2.378 1.248 -2.631 -1.1319 -0.7655 -0.3105
H 1.771 -0.152 -0.645 -0.5089 -1.2489 0.4867
H 1.813 -2.086 2.064 -0.8370 1.0433 -1.1192
H -2.041 2.084 2.199 1.9425 -0.9152 -0.1837

(3)
11
Properties=species:S:1:pos:R:3:forces:R:3 method="wB97M-V/def2-TZVPD" relative_energy_kj_mol=333.5 homo_ha=-0.365
Cl -2.267 1.404 0.787 0.4985 -0.3768 -0.4016
Cl -1.815 -0.673 -1.147 -0.7073 -0.7066 -2.2081
Cl -1.531 -1.265 1.614 0.2999 0.3667 -0.2881
P 1.210 -1.322 -0.163 -0.4172 1.1498 0.3537
O 0.515 1.319 -0.674 -0.3468 0.1435 -0.0674
C 0.191 0.314 0.282 1.8974 0.8362 0.0654
C -1.247 -0.036 0.284 -1.6305 0.4664 2.6823
H 0.334 0.866 1.267 0.3973 -1.2631 -0.9881
H 0.631 0.994 -1.589 -0.3240 -0.1060 0.8623
H 1.630 -0.566 -1.300 0.4328 -0.6885 0.2197
H 2.349 -1.035 0.638 -0.1001 0.1785 -0.2303

(4)
64
Properties=species:S:1:pos:R:3:forces:R:3 method="wB97M-V/def2-TZVPD" relative_energy_kj_mol=74.8 homo_ha="-0.291 / -0.289" multiplicity=2
Ru -0.603 -0.537 0.079 -0.2519 0.1272 0.2028
O -1.392 1.454 0.827 -0.1372 -0.3462 0.0355
O 0.021 -2.269 -0.505 0.2581 -0.8327 -0.5250
O -1.802 -1.829 -1.384 0.6785 0.0161 0.0356
O -2.188 1.438 -2.147 0.0956 -0.0878 0.0854
O -3.420 -0.094 -0.122 -0.1026 0.1135 0.1318
N -0.915 -2.688 -1.273 -0.4388 0.0385 -0.0067
N 0.698 -0.393 1.701 0.2198 -0.3609 0.7057
N -1.553 -1.770 1.522 -0.4195 0.4500 0.1242
N 4.081 1.450 -5.488 0.0200 0.0108 -0.0224
C -4.096 0.354 -1.282 -0.3726 -0.1247 0.0681
C 1.411 -0.041 -3.780 0.0300 0.0484 -0.0599
C -0.555 2.597 0.938 0.0720 -0.1060 0.0074
C -1.606 -2.596 3.642 0.1745 0.1396 -0.1502
C 3.129 -1.697 0.702 -0.0302 -0.0228 -0.0182
C -3.567 1.602 -1.966 0.0535 -0.0792 0.0137
C 0.662 0.180 -1.446 0.3012 0.3663 -0.1918
C 0.556 -0.365 -2.744 -0.2112 -0.1369 0.1997
C 2.557 1.487 -2.339 -0.0535 0.0050 0.0120
C -2.724 1.771 1.246 -0.0776 -0.0039 -0.0404
C 3.184 -0.698 1.666 0.0173 -0.0014 0.0281
C -1.581 2.456 -2.903 0.0309 0.0889 -0.0747
C 2.014 0.224 1.920 -0.0305 0.0576 -0.1985
C 4.240 -2.494 0.463 -0.0082 0.0002 -0.0078
C -2.670 -2.492 1.666 0.0253 -0.2340 -0.0641
C 1.681 1.137 -1.322 -0.1619 -0.0244 0.0880
C 5.463 -1.319 2.159 0.0061 -0.0076 -0.0015
C 4.354 -0.522 2.397 -0.0021 0.0273 -0.0381
C 3.350 1.195 -4.638 0.0731 0.0544 -0.1161
C -3.657 0.569 1.101 0.3551 0.3592 -0.2571
C -2.747 -3.018 2.964 -0.0718 -0.0172 -0.0934
C 2.439 0.879 -3.580 -0.1289 -0.0701 0.0950
C -0.891 -1.822 2.718 0.2421 -0.0049 -0.0253
C 5.409 -2.306 1.185 0.0094 -0.0088 0.0032
C 0.334 -1.131 2.722 -0.0960 0.4191 -0.1153
H 6.271 -2.931 0.996 0.0164 -0.0108 -0.0011
H -3.355 -2.620 0.843 -0.0629 0.0434 -0.0125
H 2.120 1.101 1.292 -0.0700 0.0657 -0.0799
H -3.794 2.530 -1.419 0.0690 -0.0602 0.0482
H -0.972 3.418 0.349 0.0018 0.0208 -0.0087
H 6.365 -1.175 2.737 0.0167 0.0047 0.0051
H 4.399 0.245 3.161 -0.0041 0.0143 0.0177
H 0.422 2.337 0.546 -0.1712 0.0433 0.0794
H -4.696 0.914 1.186 0.0371 0.0167 -0.0194
H 0.991 -1.187 3.587 -0.0236 0.0300 0.0154
H -2.012 2.517 -3.910 -0.0035 -0.0022 0.0141
H -1.324 -2.812 4.659 0.0314 -0.0267 0.0274
H -1.692 3.436 -2.419 0.0082 -0.0202 -0.0028
H -5.160 0.497 -1.045 0.0199 0.0065 -0.1048
H -3.468 -0.162 1.886 0.0170 0.0600 -0.0214
H -3.069 2.610 0.634 -0.0121 -0.0057 -0.0160
H 1.286 -0.498 -4.754 0.0035 -0.0119 0.0157
H -3.537 -3.641 3.349 -0.0162 -0.0036 -0.0010
H 2.219 -1.867 0.142 0.0333 0.0335 -0.0062
H 2.056 0.592 2.949 0.0399 -0.0426 -0.0092
H 1.806 1.674 -0.397 0.1745 -0.0348 0.0779
H -0.234 -1.065 -2.977 0.0266 -0.0120 0.0476
H 3.331 2.226 -2.172 -0.0044 -0.0140 0.0183
H -4.003 -0.475 -1.984 -0.0062 0.0086 0.0433
H -0.469 2.900 1.985 -0.0073 0.0238 0.0037
H 4.186 -3.265 -0.293 0.0016 -0.0235 -0.0126
H -4.079 1.672 -2.938 -0.0314 0.0443 0.0528
H -2.680 2.111 2.288 -0.1090 -0.0740 0.0012
H -0.523 2.205 -2.981 -0.0427 0.0740 -0.0019

(5)
8
Properties=species:S:1:pos:R:3:forces:R:3 method="wB97M-V/def2-TZVPD" relative_energy_kj_mol=171.4 homo_ha=-0.354
O 1.405 1.364 -0.526 0.2266 -1.1262 0.6667
N -2.041 1.865 0.060 0.6146 0.4585 -2.0942
C -1.447 1.908 -0.940 -3.3293 -0.0490 4.9985
C 1.194 0.432 0.154 -0.1003 0.7503 -0.0717
C 0.759 -0.578 0.864 0.9114 1.0852 -0.6785
H 1.118 -1.083 1.706 1.0454 -0.1944 0.8531
H -0.187 -0.860 0.557 -1.9398 -0.5859 -0.7051
H -0.699 1.684 -1.549 2.5715 -0.3384 -2.9688

(6)
79
Properties=species:S:1:pos:R:3:forces:R:3 method="wB97M-V/def2-TZVPD" total_charge=-1 homo_ha=-0.146
O 2.414 -0.865 1.200 1.6151 -6.1169 13.5415
O 1.756 2.432 -0.678 2.0905 8.5335 -4.3770
O -0.986 0.053 -1.255 -6.2581 3.4585 -8.2758
O 0.440 1.594 1.781 -4.5356 8.0349 7.0082
N -3.081 0.399 1.074 -0.0170 2.2467 0.6722
N 1.724 -1.471 -0.667 -2.0863 -13.3805 -9.4877
C 2.181 -1.020 -1.989 0.4024 -1.4502 -2.9021
C -3.448 2.215 -0.630 -0.3345 0.7506 1.3389
C 0.274 -1.597 -0.703 1.3108 -4.8882 1.1230
C 3.946 -2.632 -0.251 -0.5763 -0.9800 0.0913
C -0.336 -2.105 0.600 3.2670 -4.2929 -2.4592
C -2.605 1.037 -0.177 -5.0645 -1.1898 1.0156
C -4.992 -0.899 0.244 -1.1877 0.5420 -0.1849
C 2.426 -2.744 -0.277 -1.3167 0.7238 -0.5778
C 1.927 -1.898 -3.249 -0.7441 -0.1005 -0.0219
C -2.264 -0.727 1.412 -1.8461 1.2583 0.8510
C 0.737 3.401 -0.629 1.4197 0.8825 -0.2880
C -1.033 1.325 -1.855 0.5632 0.3277 -3.0413
C -4.498 0.176 1.244 0.7259 -1.3263 -0.2205
C -0.782 -0.478 1.788 -6.9005 2.5682 6.5757
C -0.823 2.249 1.735 0.4551 1.5123 2.2815
C 1.606 -0.439 2.293 3.1197 -0.6019 2.1411
B 3.279 0.394 -0.236 6.7707 4.2566 -1.8605
B 0.719 0.699 0.005 0.3933 -3.1040 -6.4540
Li 1.947 -0.333 -0.002 0.0776 8.3231 1.0059
H -3.223 3.014 0.077 -0.0412 0.6586 -0.1416
H 3.288 -0.500 1.353 -0.2587 -0.1943 0.5829
H 0.737 -1.065 2.493 2.7641 0.7547 0.5670
H 4.362 -2.302 -1.202 0.1381 -0.0188 0.2037
H 1.446 1.359 0.452 1.9818 -1.5467 2.8796
H -1.519 1.228 -2.826 -0.3625 -0.0181 0.0122
H -3.160 2.502 -1.641 -0.4592 0.1472 0.2050
H -6.036 -1.137 0.449 -0.1673 -0.1599 0.1253
H -0.791 0.244 2.605 -0.7469 0.1452 0.2083
H 1.384 1.600 -0.379 1.7004 2.5169 -2.8293
H -4.995 -0.584 -0.799 0.2396 0.3208 -0.0339
H -0.021 3.255 -1.398 0.0047 0.5038 0.1700
H -4.529 2.093 -0.558 0.0177 -0.3577 -0.2301
H 0.265 3.476 0.351 0.4669 0.1920 -0.7051
H 0.645 -0.161 0.652 3.7427 -1.3425 -1.8351
H -4.441 -1.839 0.264 0.1726 0.1807 0.3707
H -2.685 -1.300 2.238 -0.4438 0.1515 0.2140
H 4.242 0.871 -0.330 3.8878 1.8655 -0.5434
H -5.053 1.111 1.318 -0.1322 -0.0123 -0.7554
H 1.774 -0.026 -2.172 -0.3334 -0.7241 -0.8457
H -0.353 -3.192 0.682 -0.0687 -0.6471 -0.2177
H 4.173 -1.935 0.556 0.6723 -0.7264 -0.3803
H -1.182 2.352 2.759 -0.1453 -0.1799 0.2464
H -1.573 1.355 -0.027 -2.2356 -0.8685 0.1452
H -2.345 -1.400 0.558 -1.5803 0.4167 -0.1791
H 1.235 4.345 -0.849 -0.1538 0.3776 0.0831
H 2.793 0.746 0.661 0.3572 3.1322 2.1831
H 2.166 -0.434 3.228 0.3752 -0.0584 0.2808
H -0.103 -0.098 1.025 -5.2658 -1.5119 3.0258
H 0.859 -1.966 -3.454 -0.1997 -0.2542 0.1030
H 2.327 -2.912 -3.255 0.0501 -0.1277 0.4879
H 1.970 -3.499 -0.917 0.6113 -0.6169 -0.3063
H 1.352 0.594 2.057 1.0460 -1.8557 2.1488
H 0.291 -1.752 1.419 1.2258 -3.1324 -3.2529
H -1.536 2.073 -1.242 0.9970 0.0436 -1.3726
H 3.242 -0.772 -1.938 -0.2376 -0.7181 -0.3760
H -0.689 3.280 1.410 -0.5227 -0.0355 0.1763
H 3.412 -0.676 -0.219 1.8026 -1.3399 -0.8262
H 4.300 -3.636 -0.017 0.3487 -0.1157 0.0020
H -0.251 0.182 -0.652 -1.6553 5.3655 0.1670
H 2.312 -1.475 -4.176 0.3785 0.5578 0.2125
H 2.091 -2.967 0.736 0.0069 -0.0890 -0.1491
H 0.518 1.091 0.967 -1.1807 3.4199 6.0911
H -0.047 1.728 -2.085 0.1160 -0.7256 -0.0942
H -0.149 -0.597 -0.798 4.0059 -11.1757 -1.1853
H -2.676 0.322 -0.996 -0.7209 0.1126 0.6700
H -4.641 -0.245 2.239 0.1479 -0.1359 0.2163
H -0.360 -1.358 2.273 -3.7362 1.5752 1.4458
H 1.104 0.485 -0.980 -0.3222 -0.3272 -2.1238
H 0.012 -2.247 -1.538 -0.5860 -0.0547 -0.3181
H -1.623 1.769 1.171 1.0885 0.7168 1.6830
H -0.220 1.228 -0.040 -1.1338 2.0083 0.0647
H 2.689 0.676 -1.094 -0.2547 1.5066 -1.7331
H -1.314 -1.672 0.808 3.2549 -3.5865 -2.0321

Number 1: F_max 1.9 eV/A. Number 2: F_max 4.1 eV/A. Number 3: F_max 3.2 eV/A. Number 4: F_max 1.0 eV/A. Number 5: F_max 6.0 eV/A. Number 6: F_max 16.5 eV/A.